A molecular structure, C27H25FeN4PS, computed with ωB97M-V with the def2-TZVPD basis set.

Computed properties:
highest occupied orbital energy (spin up / spin down) = -7.63 / -7.64 eV
energy relative to the best compared isomer or geometry (same formula, charge and spin) = 0.0 kJ/mol
frontier orbital gap (spin up / spin down) = 8.08 / 8.08 eV
lowest unoccupied orbital energy (spin up / spin down) = 0.45 / 0.44 eV
calculated total energy = -88877.4336 eV
2S+1 = 5

XYZ file:
```
59
C27H25FeN4PS | OMol25 | ωB97M-V with the def2-TZVPD basis set
Fe -1.21461 -0.37872 0.23770
C 6.38888 -2.18506 0.94170
C 5.46405 -3.19006 1.18077
C 4.11511 -2.95885 0.94846
C 3.66798 -1.71910 0.49415
C 4.60854 -0.71866 0.25517
C 5.95850 -0.95069 0.47340
P 1.85106 -1.53357 0.29103
C 1.74963 -0.05101 -0.79883
C 1.93991 1.25930 -0.35637
C 1.90445 2.32042 -1.24821
C 1.65847 2.08867 -2.59580
C 1.43779 0.79414 -3.04608
C 1.47977 -0.26608 -2.15062
C 1.33130 -0.79617 1.88392
C 2.15901 -0.67926 2.99418
C 1.65843 -0.15008 4.17933
C 0.33776 0.26236 4.24170
C -0.47998 0.13884 3.12020
C -0.01953 -0.39692 1.91388
H 7.44281 -2.36367 1.11276
H 5.79192 -4.15774 1.53860
H 3.39440 -3.75030 1.12095
H 4.28882 0.24881 -0.10989
H 6.67732 -0.16458 0.27878
H 2.10941 1.44130 0.69894
H 2.06583 3.32991 -0.89059
H 1.63931 2.91747 -3.29424
H 1.23411 0.60753 -4.09323
H 1.29650 -1.27650 -2.49840
H 3.19477 -0.99491 2.94361
H 2.30125 -0.06050 5.04645
H -0.05822 0.67273 5.16343
H -1.51432 0.46540 3.20637
C -1.77160 3.87854 -3.24048
N -1.58139 3.19712 -1.97398
C -1.31282 3.78076 -0.75774
C -1.22820 2.76355 0.13979
N -1.46074 1.57378 -0.50771
C -1.66477 1.87110 -1.77356
H -1.24953 4.83176 -3.21224
H -2.82891 4.05457 -3.43343
H -1.35320 3.27410 -4.04245
H -1.19841 4.84494 -0.65032
H -1.00249 2.79523 1.19219
H -1.86326 1.14878 -2.54948
C -6.80190 -2.88580 -0.98125
C -5.56981 -2.21687 -0.45227
C -5.54709 -1.63883 0.81759
C -4.36288 -1.05798 1.21544
N -3.28678 -1.06382 0.43768
C -3.37863 -1.67024 -0.77302
S -1.90726 -1.64177 -1.69021
N -4.50041 -2.22330 -1.24176
H -7.70670 -2.45003 -0.55946
H -6.78161 -3.94492 -0.71587
H -6.82315 -2.81504 -2.06620
H -6.41850 -1.63688 1.45569
H -4.26039 -0.57319 2.17984
```



A single C3H9NOS molecule, computed with ωB97M-V with the def2-TZVPD basis set.

Computed properties:
highest occupied orbital energy = -8.72 eV
structure (SMILES) = OCNCCS
energy relative to the best compared isomer or geometry (same formula, charge and spin) = 223.6 kJ/mol
frontier orbital gap = 9.52 eV
lowest unoccupied orbital energy = 0.80 eV
calculated total energy = -17627.8872 eV

XYZ file:
```
15
C3H9NOS | OMol25 | ωB97M-V with the def2-TZVPD basis set
C -0.70763 0.00900 0.26667
C 0.59203 0.31861 1.08862
S 0.59518 1.89361 1.80471
N -0.56193 -1.35900 -0.38700
C 0.18683 -1.40349 -1.67966
O -0.80666 -1.31042 -2.81164
H -0.89413 0.75268 -0.57780
H -1.54993 -0.03639 1.06992
H 0.59639 -0.31969 2.00791
H 1.47031 0.09921 0.45006
H 1.36679 2.61893 0.83674
H -0.70986 -1.95492 0.43256
H 0.66398 -2.38898 -1.89110
H 0.89658 -0.59936 -1.56098
H -1.40372 -2.01757 -2.49426
```



A molecular structure, C36H91B3N8O10, computed with ωB97M-V with the def2-TZVPD basis set.

Computed properties:
highest occupied orbital energy = -8.89 eV
frontier orbital gap = 9.24 eV
lowest unoccupied orbital energy = 0.34 eV
calculated total energy = -73234.2309 eV

XYZ file:
```
148
C36H91B3N8O10 | OMol25 | ωB97M-V with the def2-TZVPD basis set
C 7.95089 -0.72010 0.03799
C 7.39609 0.26326 0.43583
C 6.74500 1.50383 0.84733
C 6.18009 2.21060 -0.39920
C 5.69746 3.62940 -0.10815
B 4.30794 3.64434 0.60140
O 4.16089 3.93879 1.96201
B 3.42150 2.97392 2.60634
O 2.86918 1.99015 1.79191
B 2.27290 2.65138 0.69792
C 0.71293 2.61241 0.51440
C 0.25466 1.40855 -0.29761
C 0.58412 0.06925 0.28044
N -0.39144 1.51731 -1.38503
O 3.14581 3.35044 -0.11000
H 8.24875 -1.55408 -0.55287
H 5.91462 1.23176 1.50086
H 7.47794 2.11705 1.36699
H 5.36525 1.59274 -0.77546
H 6.94829 2.18251 -1.16845
H 6.43320 4.21828 0.43678
H 5.54512 4.14341 -1.06105
H 3.21062 2.99432 3.77178
H 0.28574 2.55146 1.51694
H 0.37909 3.55060 0.07435
H 0.06799 -0.71083 -0.26572
H 0.26477 0.06799 1.32272
H 1.65979 -0.10172 0.27729
H -0.54272 2.49871 -1.61294
C -1.60882 -4.23210 0.66774
C -0.82288 -4.35413 -0.63538
C -0.38061 -5.78514 -0.96099
O 0.72245 -6.25721 -0.20548
C 0.40979 -6.73671 1.08632
N 0.30465 -3.42005 -0.60244
H -0.96173 -4.27632 1.54403
H -2.12970 -3.27471 0.70315
H -2.35535 -5.02481 0.75506
H -1.48364 -4.04085 -1.44699
H -0.05119 -5.80606 -2.00160
H -1.22314 -6.48495 -0.88315
H -0.56722 -7.23018 1.10655
H 0.42881 -5.93405 1.82792
H 1.17338 -7.46433 1.36191
H 0.75798 -3.41913 -1.51235
H 1.00797 -3.80685 0.02211
C 6.15941 6.75759 6.64580
C 5.58907 5.65686 7.53459
C 6.14966 4.25984 7.23152
O 5.62457 3.65181 6.06838
C 6.21748 4.06101 4.85012
N 4.12535 5.69284 7.45399
H 5.72095 6.75382 5.64846
H 5.95146 7.73567 7.07511
H 7.24294 6.65776 6.54291
H 5.87120 5.89063 8.56570
H 5.86974 3.59674 8.05457
H 7.24726 4.27406 7.19215
H 7.28628 4.26300 4.96862
H 5.71463 4.94126 4.44369
H 6.09461 3.24904 4.13339
H 3.73721 5.04004 8.12909
H 3.85792 5.30611 6.55262
C -3.54743 -2.85118 -3.37354
C -2.37529 -2.37507 -4.22708
C -2.79708 -1.77656 -5.57560
O -3.17867 -2.72549 -6.55377
C -4.50593 -3.20343 -6.44897
N -1.42129 -3.47902 -4.38831
H -3.94790 -3.80371 -3.72186
H -3.22685 -2.99594 -2.34188
H -4.35819 -2.12024 -3.37246
H -1.87216 -1.57747 -3.67269
H -1.93339 -1.25786 -5.99900
H -3.58742 -1.02562 -5.44454
H -5.18687 -2.42430 -6.09407
H -4.56760 -4.07224 -5.78900
H -4.82216 -3.51601 -7.44399
H -0.59088 -3.13075 -4.85922
H -1.82234 -4.13916 -5.04948
C -3.34985 4.63659 -1.90903
C -1.94468 5.21543 -2.04092
C -1.90592 6.74960 -2.09184
O -2.29616 7.31110 -3.32828
C -3.69227 7.42875 -3.52866
N -1.28934 4.60520 -3.20272
H -3.89154 4.66222 -2.85394
H -3.29774 3.59292 -1.59875
H -3.93424 5.18164 -1.16503
H -1.38602 4.91759 -1.14704
H -0.86945 7.06580 -1.94652
H -2.49119 7.18747 -1.27210
H -4.21456 7.65490 -2.59464
H -4.11004 6.52210 -3.97248
H -3.85531 8.24916 -4.22684
H -0.31696 4.90094 -3.22916
H -1.69442 5.02230 -4.03638
C -1.25049 -9.72350 -3.16847
C -2.31854 -8.91856 -2.43563
C -3.60148 -9.70707 -2.14018
O -4.45328 -9.89250 -3.25513
C -4.09878 -10.96206 -4.11583
N -2.58931 -7.69039 -3.18873
H -1.47739 -9.83332 -4.22857
H -0.28816 -9.21740 -3.09760
H -1.14025 -10.72071 -2.73755
H -1.89878 -8.63011 -1.46676
H -4.19018 -9.13014 -1.42055
H -3.37926 -10.67262 -1.66741
H -3.66783 -11.79844 -3.55970
H -3.40237 -10.63381 -4.89023
H -5.01031 -11.30057 -4.60816
H -3.21323 -7.09830 -2.64598
H -3.14054 -7.94478 -4.00439
C -9.13101 -9.43785 -1.27527
C -7.70550 -9.16995 -1.74958
C -7.24955 -7.71659 -1.55118
O -7.77208 -6.79257 -2.48526
C -9.07809 -6.32514 -2.20855
N -7.57241 -9.60376 -3.14056
H -9.87253 -9.06323 -1.98041
H -9.29675 -10.51030 -1.17664
H -9.32037 -8.97637 -0.30348
H -7.03851 -9.79185 -1.14379
H -6.16542 -7.68407 -1.69228
H -7.45022 -7.37461 -0.52622
H -9.25142 -6.22955 -1.13267
H -9.83707 -6.97849 -2.64552
H -9.17896 -5.34141 -2.66661
H -6.59388 -9.52315 -3.40707
H -8.04756 -8.91707 -3.72057
C 5.37334 12.95601 4.99413
C 4.38728 11.96298 5.60146
C 5.05631 10.77218 6.30272
O 5.57439 9.78420 5.43376
C 6.84840 10.06701 4.88835
N 3.44441 11.53494 4.56414
H 5.79893 12.58980 4.06023
H 4.86835 13.89480 4.76871
H 6.19365 13.17066 5.68208
H 3.81809 12.49716 6.36793
H 4.29467 10.25984 6.89680
H 5.83337 11.10906 7.00237
H 7.47802 10.61324 5.59672
H 6.76832 10.63162 3.95632
H 7.32564 9.11343 4.66003
H 2.71721 10.96569 4.98780
H 3.93535 10.89175 3.94880
```



2 unconnected molecules or ions with the total composition C2H2ClN3, computed with ωB97M-V with the def2-TZVPD basis set.

Computed properties:
highest occupied orbital energy = -9.95 eV
energy relative to the best compared isomer or geometry (same formula, charge and spin) = 335.5 kJ/mol
frontier orbital gap = 9.91 eV
lowest unoccupied orbital energy = -0.03 eV
calculated total energy = -19095.2348 eV

XYZ file:
```
8
C2H2ClN3 | OMol25 | ωB97M-V with the def2-TZVPD basis set
C -1.23449 1.94613 -0.07444
C 1.24397 0.65963 -0.42823
N 2.08079 1.33223 -0.92788
N -0.59864 2.77428 -0.54203
N 0.57919 -0.07817 0.41427
Cl 0.24966 4.15398 -0.89215
H -0.52861 -0.10374 0.40533
H 0.82966 0.02886 1.41923
```